{
  "formula": "C28H67BrN3O3PSi2",
  "method": "ωB97M-V with the def2-TZVPD basis set",
  "elements": ["C", "C", "C", "C", "Si", "C", "C", "O", "Br", "O", "Si", "C", "C", "O", "P", "C", "C", "H", "H", "H", "H", "H", "H", "H", "H", "H", "H", "H", "H", "H", "H", "H", "H", "H", "H", "H", "H", "H", "H", "C", "C", "N", "C", "C", "C", "C", "H", "H", "H", "H", "H", "H", "H", "H", "H", "H", "H", "H", "H", "H", "H", "C", "C", "N", "C", "C", "C", "C", "H", "H", "H", "H", "H", "H", "H", "H", "H", "H", "H", "H", "H", "H", "H", "C", "C", "N", "C", "C", "C", "C", "H", "H", "H", "H", "H", "H", "H", "H", "H", "H", "H", "H", "H", "H", "H"],
  "coordinates": [[-2.91398, 4.03414, 3.70423], [-2.12892, 2.73585, 3.18962], [-1.92570, 2.64378, 1.59733], [-1.63045, 4.03673, 0.85670], [-2.91003, 4.44375, -0.54577], [-4.53304, 4.91504, 0.35309], [-5.85026, 4.80709, -0.57869], [-6.11912, 3.80909, -1.25526], [-7.02820, 6.43922, -0.62275], [-2.18472, 5.69610, -1.48028], [-3.18516, 6.30224, -2.75803], [-2.31979, 7.93208, -3.37867], [-0.73434, 7.63871, -3.33293], [-0.23295, 6.54709, -3.69995], [-3.42969, 5.00489, -4.50520], [-2.26667, 5.42844, -5.93431], [-3.44734, 3.16434, -4.09311], [-3.22896, 3.84519, 4.79860], [-2.22102, 4.93469, 3.66539], [-3.87577, 4.26846, 3.14490], [-1.12675, 2.70154, 3.75808], [-2.73253, 1.80360, 3.50242], [-0.99856, 1.97703, 1.42678], [-2.78078, 2.08466, 1.05975], [-0.63106, 3.92197, 0.28920], [-1.47220, 4.92145, 1.56410], [-3.09819, 3.19380, -1.29679], [-4.69774, 4.09864, 1.15545], [-4.48861, 5.90561, 0.92507], [-4.49927, 6.69086, -2.23870], [-2.62334, 8.82915, -2.75079], [-2.65959, 8.07486, -4.46225], [-0.01071, 8.45317, -2.98142], [-1.26610, 4.91586, -5.72344], [-2.73939, 4.97400, -6.88175], [-2.14606, 6.55366, -6.00841], [-2.49845, 2.87846, -3.50570], [-3.59412, 2.47473, -4.98908], [-4.33514, 2.99931, -3.37534], [-2.71102, -4.73031, 3.24912], [-3.30134, -3.79070, 4.29444], [-2.49281, -2.60150, 4.54414], [-2.92178, -1.84991, 5.72167], [-4.30646, -1.20557, 5.68754], [-2.16169, -1.79291, 3.37646], [-3.31726, -1.22830, 2.55373], [-1.69852, -5.03907, 3.52042], [-3.32701, -5.63049, 3.17373], [-2.68361, -4.27395, 2.25661], [-3.37914, -4.36090, 5.22667], [-4.32466, -3.53148, 3.99718], [-2.17821, -1.07631, 5.94495], [-2.88541, -2.52668, 6.58339], [-4.31976, -0.30901, 5.06649], [-4.59201, -0.89508, 6.69682], [-5.07773, -1.89083, 5.32973], [-1.53114, -2.39315, 2.71163], [-1.50909, -0.96545, 3.68205], [-4.11154, -1.95962, 2.38890], [-2.94988, -0.92086, 1.56882], [-3.74932, -0.34228, 3.02021], [1.32448, -3.48301, 2.93672], [2.55704, -3.03221, 2.16221], [2.25760, -2.15047, 1.03776], [3.39996, -1.94015, 0.15133], [4.61602, -1.21211, 0.72107], [1.48048, -0.95476, 1.34719], [2.05416, 0.01930, 2.37443], [0.60189, -3.97511, 2.28087], [1.61607, -4.19877, 3.71013], [0.82949, -2.64842, 3.43920], [3.03956, -3.93717, 1.77667], [3.26441, -2.57221, 2.86283], [3.06452, -1.41402, -0.74981], [3.73204, -2.92172, -0.20783], [4.44056, -0.13931, 0.80789], [5.46900, -1.33927, 0.04776], [4.91475, -1.59834, 1.69786], [0.48975, -1.27042, 1.69264], [1.27432, -0.40834, 0.41885], [2.47207, -0.48730, 3.24717], [1.26042, 0.68272, 2.73477], [2.82509, 0.65663, 1.94048], [6.17390, -6.10879, -5.51898], [5.47575, -4.79752, -5.17682], [4.93033, -4.75319, -3.82368], [4.04327, -3.61431, -3.59748], [4.65253, -2.21517, -3.66569], [5.86825, -5.03580, -2.74254], [7.10120, -4.14240, -2.62080], [5.50645, -6.96207, -5.37666], [6.48467, -6.09762, -6.56722], [7.07289, -6.26355, -4.91750], [4.65100, -4.68145, -5.88853], [6.17093, -3.96975, -5.36218], [3.54331, -3.73456, -2.62967], [3.23446, -3.66665, -4.33572], [5.23513, -1.98469, -2.77273], [3.85428, -1.46937, -3.72353], [5.28750, -2.07747, -4.54342], [6.20676, -6.07241, -2.84533], [5.33030, -5.02772, -1.78688], [7.57043, -3.93894, -3.58588], [7.85149, -4.63548, -1.99397], [6.86557, -3.19156, -2.14177]],
  "energy_ha": -4991.34330,
  "e_lumo_ev": 0.4,
  "multiplicity": 1,
  "orbital_gap_ev": 8.16
}